No. 1
65
Properties=species:S:1:pos:R:3 method="wB97M-V/def2-TZVPD" gap_ev=5.41 molar_mass_da=566.45 e_homo_ev=-3.67 total_charge=-1 energy_ev=-72474.84367 spin_multiplicity=1 e_lumo_ev=1.74
O 6.2914 0.1915 1.6134
S 6.1112 0.9687 0.3408
O 6.4608 0.1131 -0.8233
C 4.3624 1.5580 0.3359
N 3.6263 1.1412 -0.8515
P 1.9838 1.5960 -0.6145
O 1.2558 0.3292 0.2943
O 1.8633 2.9280 0.4515
H 6.9294 2.0911 0.4271
H 4.4341 2.6793 0.3638
H 3.8810 1.2410 1.2885
H 2.0058 -0.2046 0.5886
H 2.0838 2.6824 1.3553
C 7.1205 -0.1330 -3.5392
C 7.7689 -0.0873 -4.9035
C 8.5710 -1.3086 -5.2512
O 9.5196 -0.7861 -6.1916
C 9.6945 0.5252 -5.8854
O 10.5447 1.2144 -6.3497
O 8.7742 0.9391 -4.9815
H 6.6605 0.8231 -3.2979
H 6.3535 -0.9062 -3.4986
H 7.8561 -0.3301 -2.7603
H 7.0155 0.1266 -5.6697
H 7.9699 -2.0956 -5.7039
H 9.1199 -1.7196 -4.3995
C -3.1683 -1.0736 1.2789
C -2.1176 -1.7863 2.0957
C -2.1067 -1.4628 3.5731
O -0.7382 -1.7175 3.9105
C -0.0034 -1.5023 2.7849
O 1.1828 -1.4443 2.7635
O -0.8083 -1.3669 1.6990
H -3.0145 -1.2718 0.2299
H -4.1680 -1.4003 1.5542
H -3.1025 0.0069 1.4114
H -2.1884 -2.8680 1.9294
H -2.7745 -2.0975 4.1535
H -2.3201 -0.4201 3.7958
C -4.0598 0.7394 -4.7525
C -4.3859 0.7531 -3.2778
C -3.3336 0.1327 -2.4028
O -4.1043 -0.2882 -1.2690
C -5.3632 -0.5244 -1.7129
O -6.2121 -1.0580 -1.0749
O -5.5241 -0.0719 -2.9833
H -4.9136 1.0891 -5.3349
H -3.2034 1.3789 -4.9670
H -3.8369 -0.2728 -5.0952
H -4.6218 1.7726 -2.9559
H -2.5585 0.8373 -2.1054
H -2.8643 -0.7490 -2.8475
C -7.1037 0.2771 6.4295
C -6.4602 0.2658 5.0627
C -5.6256 -0.9514 4.7775
O -4.6944 -0.4581 3.8085
C -4.5567 0.8762 4.0475
O -3.7301 1.5650 3.5528
O -5.4912 1.3111 4.9329
H -7.5875 1.2371 6.6147
H -7.8500 -0.5135 6.5149
H -6.3577 0.1429 7.2152
H -7.2203 0.4176 4.2895
H -6.2079 -1.7759 4.3684
H -5.0632 -1.3047 5.6474

No. 2
67
Properties=species:S:1:pos:R:3 method="wB97M-V/def2-TZVPD" gap_ev=8.19 smiles="CCCc1cc(=O)n2nc(N3CCC(C(=O)N4CCN(c5ccc(OC)cc5)CC4)CC3)sc2n1" de_lowest_kj_mol=106.7 molar_mass_da=496.64 e_homo_ev=-7.71 total_charge=0 energy_ev=-52362.99590 spin_multiplicity=1 e_lumo_ev=0.48
C -6.7188 -2.0575 -1.9115
C -7.4071 -2.0831 -0.5531
C -6.9781 -3.2937 0.2855
C -5.5365 -3.1922 0.6744
C -4.5661 -3.9996 0.1576
C -3.1849 -3.8855 0.5266
O -2.2443 -4.5309 0.1237
N -2.9915 -2.8553 1.4890
N -1.7746 -2.5823 2.0051
C -1.8125 -1.6141 2.8493
N -0.7651 -1.1923 3.5594
C -0.7550 0.0736 4.2533
C -0.1593 1.1663 3.3548
C 0.9201 0.5820 2.4297
C 1.9957 1.6344 2.1491
O 2.1579 2.5822 2.8964
N 2.7998 1.4327 1.0824
C 2.7112 0.4213 0.0559
C 2.4569 1.0754 -1.3108
N 3.5258 2.0065 -1.5841
C 3.8045 2.3629 -2.9096
C 5.0217 2.9730 -3.2067
C 5.3697 3.3034 -4.5028
C 4.5056 3.0166 -5.5529
O 4.7456 3.2919 -6.8696
C 5.9664 3.8974 -7.2125
C 3.2905 2.3985 -5.2672
C 2.9426 2.0820 -3.9711
C 3.5839 3.0408 -0.5700
C 3.8436 2.3977 0.7907
C 1.5778 -0.6227 3.1147
C 0.5491 -1.7460 3.2777
S -3.4433 -0.9075 3.0746
C -4.0237 -2.0928 1.9296
N -5.2556 -2.2128 1.5721
H -6.9588 -2.9543 -2.4790
H -5.6387 -2.0077 -1.7935
H -7.0423 -1.1920 -2.4851
H -8.4890 -2.1191 -0.6941
H -7.1661 -1.1752 0.0020
H -7.5767 -3.3164 1.1981
H -7.1454 -4.2142 -0.2745
H -4.8030 -4.7669 -0.5615
H -1.7712 0.3319 4.5546
H -0.1533 -0.0539 5.1567
H 0.2920 1.9469 3.9694
H -0.9439 1.6247 2.7518
H 0.4542 0.2556 1.4968
H 1.9262 -0.3009 0.2654
H 3.6706 -0.1084 0.0127
H 2.4544 0.2959 -2.0738
H 1.4693 1.5682 -1.2938
H 5.7217 3.1833 -2.4121
H 6.3236 3.7753 -4.6788
H 5.9447 4.0134 -8.2950
H 6.8200 3.2701 -6.9341
H 6.0734 4.8829 -6.7466
H 2.6214 2.1807 -6.0846
H 1.9839 1.6211 -3.7925
H 4.3792 3.7465 -0.8035
H 2.6311 3.5958 -0.5242
H 3.8395 3.1478 1.5821
H 4.8086 1.8803 0.7754
H 1.9618 -0.3013 4.0839
H 2.4217 -0.9921 2.5320
H 0.4677 -2.3395 2.3655
H 0.8384 -2.4124 4.0978

No. 3
65
Properties=species:S:1:pos:R:3 method="wB97M-V/def2-TZVPD" gap_ev="7.74 / 7.86" de_lowest_kj_mol=0.0 molar_mass_da=545.59 e_homo_ev="-8.01 / -8.08" total_charge=0 energy_ev=-49678.92077 spin_multiplicity=5 e_lumo_ev="-0.27 / -0.22" s_squared=6.01
C 1.0756 -1.1800 2.3158
C -0.1937 -0.5321 2.3585
C -1.0783 -1.2407 1.4954
H -0.4624 0.3338 2.9610
C -0.3540 -2.3264 0.9144
C 0.9726 -2.2906 1.4296
H -0.7642 -3.0569 0.2172
C 1.9000 2.3741 -0.1522
C 1.1574 2.2823 1.0632
C -0.2267 2.2195 0.7247
H 1.5650 2.2952 2.0788
C -0.3402 2.2392 -0.7019
C 0.9874 2.3419 -1.2376
H -2.1365 -1.0362 1.3457
H 1.7951 -2.9333 1.1107
H 1.9883 -0.8378 2.8046
H 1.2297 2.4075 -2.3014
H -1.0708 2.1872 1.4162
H 2.9874 2.3595 -0.2448
Pm 0.8076 -0.0986 -0.0416
C -1.6133 2.1461 -1.5169
C -1.4662 3.0200 -2.7726
C -2.8348 2.5844 -0.6961
H -1.2291 4.0485 -2.4736
H -2.3998 3.0066 -3.3412
H -0.6653 2.6454 -3.4200
H -2.6862 3.6017 -0.3171
H -3.0105 1.9109 0.1520
H -3.7231 2.5705 -1.3372
C -1.8020 0.6456 -1.9072
C -2.9776 0.3515 -2.8559
H -1.9770 0.0505 -0.9875
H -0.8943 0.2511 -2.4173
O -3.5355 1.1953 -3.5543
N -3.4184 -0.9451 -2.9002
C -3.0106 -2.0939 -2.0959
H -4.1361 -1.1108 -3.5964
C -3.7447 -2.2043 -0.7697
C -3.5003 -3.3138 0.0481
H -2.8150 -4.0879 -0.3089
C -4.1146 -3.4192 1.2961
H -3.8878 -4.2745 1.9331
C -5.0128 -2.4328 1.7195
H -5.5026 -2.5231 2.6892
C -5.2853 -1.3400 0.8934
H -5.9888 -0.5662 1.2012
C -4.6584 -1.2282 -0.3561
H -4.8910 -0.3910 -1.0198
H -1.9207 -2.0644 -1.9192
H -3.2164 -2.9969 -2.6918
C 6.0673 -1.2699 1.4418
C 5.5530 0.1062 1.0314
C 5.7181 1.0961 2.1879
C 6.2798 0.6329 -0.2050
C 4.1691 -0.1079 0.6517
C 3.1043 -0.4823 0.1552
H 7.1408 -1.2606 1.6639
H 5.8713 -1.9798 0.6328
H 5.5246 -1.6021 2.3333
H 6.7824 1.1898 2.4454
H 5.3421 2.0838 1.9032
H 5.1722 0.7473 3.0697
H 6.0921 -0.0329 -1.0526
H 5.8997 1.6298 -0.4533
H 7.3619 0.7062 -0.0394

No. 4
112
Properties=species:S:1:pos:R:3 method="wB97M-V/def2-TZVPD" gap_ev=6.84 molar_mass_da=1103.01 e_homo_ev=-10.20 total_charge=+1 energy_ev=-160676.91544 spin_multiplicity=1 e_lumo_ev=-3.36
N 2.6673 -2.4097 5.7891
C 2.7589 -2.1623 4.6897
O 2.8092 -1.8372 3.4272
C 4.0004 -2.0909 2.6665
P 5.2601 -3.1395 3.6156
O 5.8754 -2.5657 4.8186
N 3.5725 -2.8809 1.4506
C 2.9010 -4.2235 1.5138
C 1.7328 -4.3370 2.4804
C 0.5339 -3.4943 2.0412
C -0.7138 -3.7913 2.8776
C -1.5163 -2.5367 3.2142
F -1.9331 -2.6259 4.5084
F -0.7385 -1.4245 3.1492
C -2.8394 -2.2522 2.4362
F -3.6834 -3.2283 2.6972
F -3.3403 -1.1174 2.8741
S -2.7011 -2.1403 0.5341
F -3.0025 -0.5997 0.5054
F -1.1341 -1.8436 0.6138
F -2.4058 -3.7193 0.5250
F -4.2635 -2.4359 0.4219
F -2.6020 -2.1517 -1.0336
C 3.8246 -2.2490 0.3414
C 3.3605 -2.6316 -1.0163
C 3.7486 -4.0315 -1.5294
C 2.5089 -4.8150 -1.9100
O 2.2300 -5.8734 -1.4478
O 1.7986 -4.1840 -2.8868
C 4.6402 -1.0363 0.5672
C 4.4914 -0.7315 2.0523
I 6.4636 -0.0943 2.7653
C 3.5345 0.4423 2.3446
C 2.2443 0.6029 1.4954
O 1.7426 -0.6531 1.0060
C 1.1822 1.2978 2.3521
N -0.1337 1.4556 1.7460
H 6.0865 -3.4268 2.5147
H 4.5046 -4.3062 3.7985
H 2.5590 -4.4650 0.5123
H 3.6697 -4.9651 1.7657
H 1.4626 -5.4005 2.5257
H 2.0449 -4.0676 3.4876
H 0.7883 -2.4429 2.1369
H 0.3562 -3.6768 0.9741
H -1.3440 -4.5614 2.4300
H -0.4048 -4.1874 3.8542
H 2.2784 -2.4580 -0.9987
H 3.7338 -1.8687 -1.7058
H 4.3655 -3.9594 -2.4286
H 4.3006 -4.5976 -0.7738
H 1.2614 -3.4289 -2.5758
H 4.3849 -0.2047 -0.0912
H 5.6698 -1.3691 0.3516
H 4.1059 1.3651 2.1961
H 3.2751 0.4262 3.4084
H 2.4496 1.2526 0.6317
H 1.5670 -0.5831 0.0570
H 1.0712 0.7104 3.2730
H 1.5688 2.2863 2.6328
H -0.7575 0.7070 2.0230
H -0.1178 1.4573 0.7311
C -4.3762 2.1246 -1.9772
S -3.1593 0.8638 -2.3415
O -1.8073 1.4749 -2.1465
C -3.4616 0.8336 -4.1130
H -4.3233 2.3422 -0.9122
H -4.1493 3.0312 -2.5411
H -5.3644 1.7388 -2.2283
H -3.3021 1.8324 -4.5204
H -4.4830 0.5013 -4.2947
H -2.7629 0.1284 -4.5611
C -0.2335 0.8099 -2.3648
S 0.1797 -0.6935 -3.2318
O 1.0502 -1.4843 -2.2823
C 1.2999 0.0167 -4.4303
H -0.8971 0.5625 -1.5366
H 0.6829 1.2745 -1.9966
H -0.7553 1.4840 -3.0430
H 2.1042 0.5373 -3.9107
H 0.7424 0.7050 -5.0649
H 1.7007 -0.7949 -5.0344
C -1.1509 4.6094 -3.6395
S -1.8956 5.6917 -2.4177
O -3.3336 5.2981 -2.3214
C -1.8392 7.1907 -3.3946
H -1.1325 3.6089 -3.2049
H -1.7475 4.6211 -4.5524
H -0.1347 4.9489 -3.8424
H -2.3887 7.0387 -4.3214
H -0.8003 7.4436 -3.6074
H -2.2925 7.9902 -2.8105
C 0.2966 -0.6576 8.2865
S -0.3479 0.0071 6.7495
O -0.3081 1.4878 6.8641
C -2.0531 -0.4939 7.0119
H 1.3546 -0.4081 8.3275
H -0.2301 -0.1986 9.1231
H 0.1733 -1.7405 8.2954
H -2.4253 -0.0517 7.9359
H -2.1113 -1.5816 7.0513
H -2.6311 -0.1271 6.1658
C -5.1167 6.8442 -6.1165
S -3.9112 5.5709 -6.4851
O -2.5627 6.1849 -6.3258
C -4.2370 5.4779 -8.2469
H -5.0388 7.0667 -5.0537
H -4.8929 7.7323 -6.7073
H -6.1146 6.4686 -6.3414
H -4.0771 6.4580 -8.6957
H -5.2619 5.1421 -8.4035
H -3.5428 4.7560 -8.6719

No. 5
30
Properties=species:S:1:pos:R:3 method="wB97M-V/def2-TZVPD" gap_ev=6.58 de_lowest_kj_mol=272.7 molar_mass_da=163.25 e_homo_ev=-11.18 total_charge=+1 energy_ev=-14527.27237 spin_multiplicity=1 e_lumo_ev=-4.60
C 3.1672 -2.6515 -0.0678
C -0.6967 2.1577 -0.3326
C -3.7217 0.1063 -0.9923
C 2.9855 0.4711 -0.6811
C 2.0717 -0.4910 0.2195
C -1.2502 -0.0034 0.7570
N 2.1317 -1.7979 0.3572
N -0.4553 1.2305 0.7135
N -2.6012 0.3165 1.1581
N -3.5619 -0.3859 0.3927
O 2.8670 1.7952 -0.1109
H 2.7232 -3.5751 -0.5496
H 3.8886 -2.0531 -0.8034
H 3.8342 -2.9499 0.8726
H -1.8342 2.5186 -0.4860
H -0.1321 3.0109 -0.0341
H -0.4772 1.7840 -1.3363
H -4.6582 -0.3706 -1.4351
H -3.7183 1.1639 -0.8199
H -2.7688 -0.1662 -1.5299
H 4.0645 0.3106 -0.7162
H 2.4573 0.5139 -1.6594
H -0.8852 -0.7783 1.4618
H -1.3662 -0.2230 -0.3163
H 1.5450 -2.3091 0.9770
H 1.2693 -0.0199 0.8491
H -3.0077 0.1438 2.0857
H -3.4578 -1.3689 0.5425
H -0.3517 1.5353 1.6693
H 1.9393 2.0857 -0.1851

No. 6
6
Properties=species:S:1:pos:R:3 method="wB97M-V/def2-TZVPD" gap_ev=7.14 de_lowest_kj_mol=408.9 molar_mass_da=166.95 e_homo_ev=-10.11 total_charge=0 energy_ev=-11691.90468 spin_multiplicity=1 e_lumo_ev=-2.97
C 0.8740 -1.5969 0.1487
C -0.1577 0.9176 -0.0149
N 1.1210 -2.6866 -0.0945
I -2.1863 0.6759 -0.0067
H 0.0996 1.3342 0.9355
H 0.2493 1.3558 -0.9680

No. 7
29
Properties=species:S:1:pos:R:3 method="wB97M-V/def2-TZVPD" gap_ev=9.22 de_lowest_kj_mol=66.4 molar_mass_da=149.23 e_homo_ev=-8.78 total_charge=0 energy_ev=-13151.30301 spin_multiplicity=1 e_lumo_ev=0.44
C -1.0232 2.7761 -0.0272
C -0.5136 1.3511 -0.1984
C 0.7520 0.9815 0.0181
C 1.8446 1.9831 0.2632
C 1.1907 -0.3954 -0.4216
C 0.2020 -1.3803 -1.0683
C 0.5886 -1.6160 -2.5318
N 0.0681 -2.6681 -0.3941
H -1.1213 3.2001 -1.0289
H -2.0207 2.7954 0.4182
H -0.4918 3.4039 0.6639
H -1.3686 0.7042 -0.3464
H 2.2830 1.6657 1.2174
H 2.7117 1.7903 -0.3768
H 1.5184 3.0123 0.2411
H 2.0963 -0.3245 -1.0384
H 1.6080 -0.8940 0.4739
H -0.7743 -0.9338 -1.1294
H 0.4840 -0.7398 -3.1501
H -0.0731 -2.3470 -2.9979
H 1.6306 -1.9495 -2.5552
H 0.9758 -2.9915 -0.0733
H -0.4835 -2.5406 0.4524
O -2.8854 -1.0196 0.7299
H -2.9223 -1.1267 1.6872
H -3.1729 -1.8161 0.2825
O 0.3804 0.4239 2.8812
H 0.0686 -0.4175 2.5299
H -0.1139 1.1000 2.4131

No. 8
22
Properties=species:S:1:pos:R:3 method="wB97M-V/def2-TZVPD" gap_ev=9.47 smiles=OCCCS.O.O.O de_lowest_kj_mol=56.4 molar_mass_da=146.21 e_homo_ev=-9.03 total_charge=0 energy_ev=-22362.91704 spin_multiplicity=1 e_lumo_ev=0.44
O 1.1877 1.7941 1.0953
C 0.6224 1.7592 -0.2185
C -0.8783 1.8951 -0.1460
C -1.6422 0.6125 0.1711
S -1.7616 -0.5139 -1.2997
H 2.1318 1.7733 0.9756
H 1.0895 2.4917 -0.8738
H 0.8253 0.7897 -0.6620
H -1.1102 2.5376 0.7013
H -1.3809 2.3692 -0.9851
H -2.6127 0.7895 0.6339
H -1.1524 0.0225 0.9352
H -3.0172 -0.8275 -0.9544
O 0.6355 -3.2486 0.0530
H 0.2699 -3.3766 0.9283
H 1.0609 -4.0301 -0.2462
O 1.3735 -0.8573 -2.2861
H 1.2635 -1.6661 -1.7660
H 0.5707 -0.8726 -2.8207
O 0.7456 -0.6073 2.6200
H 0.6325 0.2774 2.2374
H 1.1465 -1.1119 1.9073